[1]
# C3H4ClI

2 unconnected molecules or ions with the total composition C3H4ClI in a non-equilibrium geometry (ωB97M-V/def2-TZVPD, OMol25).

Last column: natural (NBO) charge in e.
Cartesian coordinates (Å):
C  0.52177  -0.91507  1.08627  -0.30
C  -0.61720  -0.51423  0.69008  0.07
C  -1.86961  -0.21228  0.59297  -0.44
Cl  1.53869  -1.64410  -0.09375  -0.01
I  2.70968  1.82830  -2.29835  -0.10
H  1.04573  -0.75288  1.97579  0.23
H  -2.30581  0.54652  -0.02982  0.23
H  -2.51495  -0.91642  1.13805  0.23
H  1.49171  2.58016  -3.06124  0.10

**2S+1**: 1
**Charge**: 0
**Gap between HOMO and LUMO**: 9.9 eV
**E**: -874.5039 Eh
**SMILES**: C=C=CCl.I
**Energy above the lowest of the compared OMol25 structures with the same formula, charge and spin**: 32.54 kcal per mole


[2]
# C5H6OS2

C5H6OS2 in the gas phase in a non-equilibrium geometry (ωB97M-V/def2-TZVPD, OMol25).

Last column: natural (NBO) charge in e.
Cartesian coordinates (Å):
C  -0.57797  1.86474  1.29237  -0.66
C  -0.26778  0.63987  0.49778  0.32
C  0.45649  -0.43872  0.77246  -0.30
C  0.35058  -1.39862  -0.35187  -0.47
C  -0.62766  -0.66621  -1.32426  0.23
H  0.30200  2.53572  1.24547  0.24
H  -1.44944  2.32344  0.79398  0.24
H  -0.78101  1.57364  2.33271  0.24
H  0.94145  -0.71722  1.75146  0.24
H  -0.15437  -2.35232  -0.11141  0.27
H  1.94186  -0.83177  -2.08451  0.13
O  -0.89648  0.52553  -0.71562  -0.48
S  1.84691  -1.89545  -1.27047  0.02
S  -1.08458  -1.16264  -2.82808  -0.02

**2S+1**: 1
**Charge**: 0
**Gap between HOMO and LUMO**: 8.7 eV
**E**: -1065.6947 Eh
**SMILES**: CC1=C[C@H](S)C(=S)O1
**Energy above the lowest of the compared OMol25 structures with the same formula, charge and spin**: 21.36 kcal per mole


[3]
# C13H28NO6

3 unconnected molecules or ions with the total composition C13H28NO6 in a non-equilibrium geometry (ωB97M-V/def2-TZVPD, OMol25).

Last column: natural (NBO) charge in e.
Cartesian coordinates (Å):
C  -1.79493  -1.13553  0.11375  -0.65
C  -1.99856  -2.70086  0.42428  -0.52
C  -0.76948  -3.63437  0.02447  0.81
O  -0.90859  -4.88457  0.19410  -0.59
O  0.45711  -3.19760  -0.54132  -0.56
C  1.49087  -3.05982  0.47817  -0.09
C  2.92309  -3.09489  -0.28887  -0.42
C  3.11621  -1.69367  -1.05387  -0.14
N  3.47047  -1.85000  -2.50862  -0.83
C  4.19820  -0.71982  -0.35394  0.74
O  5.26463  -1.15193  0.19212  -0.75
O  3.94011  0.65545  -0.36531  -0.86
H  -0.75668  -0.84907  -0.25474  0.25
H  -2.54957  -0.84992  -0.72023  0.24
H  -2.11871  -0.55886  1.06091  0.21
H  -2.22590  -2.80993  1.54034  0.24
H  -2.91884  -3.09629  -0.14437  0.23
H  1.46833  -3.88707  1.26276  0.19
H  1.41134  -2.02230  0.96584  0.20
H  3.78257  -3.38281  0.40066  0.24
H  2.82051  -3.93690  -1.07266  0.19
H  2.10612  -1.13962  -0.96155  0.19
H  2.79598  -1.32531  -3.07952  0.35
H  3.41049  -2.83414  -2.80087  0.34
C  1.48950  3.21396  3.88553  -0.63
C  2.09635  1.94213  3.31154  0.10
C  3.51138  2.18314  2.80842  -0.64
O  1.28435  1.47214  2.23879  -0.72
H  1.42785  3.99605  3.12179  0.19
H  0.46855  3.02995  4.23315  0.20
H  2.08181  3.59088  4.72395  0.20
H  2.10596  1.16124  4.07748  0.16
H  3.51990  2.92955  2.00813  0.21
H  3.93171  1.26574  2.38778  0.27
H  4.16327  2.52930  3.61625  0.19
H  1.26979  2.15449  1.55476  0.46
C  -3.81456  3.09253  -2.57942  -0.63
C  -4.10683  1.60667  -2.71665  0.09
C  -5.59613  1.34888  -2.88601  -0.63
O  -3.63580  0.92194  -1.55816  -0.72
H  -4.31243  3.50862  -1.69747  0.19
H  -2.74282  3.26214  -2.44700  0.23
H  -4.14955  3.64415  -3.46183  0.21
H  -3.56402  1.20307  -3.57560  0.18
H  -6.15549  1.70483  -2.01467  0.19
H  -5.79277  0.27679  -2.97191  0.22
H  -5.98450  1.84825  -3.77760  0.21
H  -4.11027  1.27337  -0.79278  0.46

**2S+1**: 1
**Charge**: -1
**Gap between HOMO and LUMO**: 6.1 eV
**E**: -1018.2909 Eh


[4]
# C10H32N8O8V

A molecular structure, C10H32N8O8V in a non-equilibrium geometry (ωB97M-V/def2-TZVPD, OMol25).

Last column: natural (NBO) charge in e.
Cartesian coordinates (Å):
O  -1.12030  -0.36939  0.92452  -0.45
V  -0.44209  0.21136  -0.39277  1.60
C  2.75450  1.48604  -2.95086  -0.63
C  1.28563  1.74950  -3.18604  -0.03
O  0.34527  1.56342  -2.13078  -0.99
H  3.06876  2.12887  -2.12860  0.19
H  3.44617  1.77298  -3.74291  0.20
H  2.87178  0.42387  -2.73600  0.20
H  1.02863  1.07235  -4.00060  0.13
H  1.16652  2.78591  -3.50190  0.12
C  1.71741  -2.34998  -3.00585  -0.64
C  0.83757  -2.74973  -1.89141  -0.04
O  0.47982  -1.73937  -0.97041  -0.93
H  1.76373  -3.10877  -3.78700  0.21
H  2.77056  -2.25151  -2.74264  0.18
H  1.44145  -1.32929  -3.27066  0.21
H  1.38006  -3.56526  -1.41316  0.13
H  -0.10095  -3.19191  -2.22569  0.14
C  -2.03849  -0.47556  4.18931  0.75
O  -1.03773  0.04405  4.59547  -0.70
N  -2.05514  -1.51067  3.42420  -0.81
N  -3.19098  -0.09574  4.66121  -0.83
H  -1.16769  -1.92884  3.18404  0.44
H  -2.90972  -2.00596  3.21329  0.37
H  -3.92943  -0.76294  4.48905  0.36
H  -3.31716  0.61197  5.37067  0.40
C  -1.63874  3.37922  -0.21481  0.78
O  -1.28456  2.24316  0.13639  -0.68
N  -1.01046  4.09891  -1.05770  -0.81
N  -2.69241  3.92345  0.28991  -0.80
H  -0.44746  3.52922  -1.67300  0.45
H  -1.31879  5.03854  -1.26293  0.38
H  -2.93593  4.86684  0.02381  0.38
H  -3.17301  3.48513  1.06257  0.42
C  -2.99682  0.53274  -2.26002  0.78
O  -2.29799  -0.06584  -1.40880  -0.67
N  -2.59579  1.59385  -2.83906  -0.81
N  -4.14798  0.22145  -2.69883  -0.79
H  -3.26820  2.14687  -3.35105  0.37
H  -1.64106  1.90576  -2.73275  0.45
H  -4.45447  0.67657  -3.54679  0.39
H  -4.54254  -0.65702  -2.39435  0.41
C  2.66462  0.44618  0.83681  0.80
O  1.44042  0.60932  0.76582  -0.67
N  3.44501  1.11141  1.65665  -0.82
N  3.30081  -0.42641  0.11464  -0.80
H  4.44279  1.06262  1.80547  0.40
H  2.98262  1.85747  2.15634  0.41
H  4.30984  -0.44842  0.15331  0.38
H  2.82561  -0.99806  -0.56910  0.44
C  1.03673  -3.09624  4.02666  -0.64
C  1.36518  -2.82748  2.55422  -0.06
O  0.17313  -2.81271  1.67995  -0.77
H  0.43560  -3.99971  4.12909  0.20
H  0.55357  -2.30061  4.59378  0.23
H  1.98488  -3.31192  4.51921  0.21
H  2.08545  -3.58783  2.25227  0.15
H  2.00213  -1.94327  2.53049  0.16
H  0.34940  -2.66872  0.74732  0.52

**2S+1**: 2
**Charge**: 0
**Gap between HOMO and LUMO (spin up / spin down)**: 7.8 / 7.9 eV
**E**: -2384.2877 Eh
**Energy above the lowest of the compared OMol25 structures with the same formula, charge and spin**: 37.50 kcal per mole


[5]
# C3H4FO2S

A gas-phase ion, C3H4FO2S (charge -1) in a non-equilibrium geometry (ωB97M-V/def2-TZVPD, OMol25).

Last column: natural (NBO) charge in e.
Cartesian coordinates (Å):
C  0.49144  0.97104  -0.68830  -0.54
C  -0.86070  1.13350  -0.34568  -0.22
C  -1.74090  0.13077  0.22355  -0.03
O  -2.49956  2.47193  1.57647  -1.04
O  -0.73042  1.21286  2.73894  -1.01
F  -1.34704  -1.13744  0.49227  -0.36
S  -2.04781  1.15100  2.07729  1.45
H  1.04912  1.92988  -0.69932  0.19
H  0.98349  0.07190  -0.37880  0.19
H  -1.34791  2.14989  -0.25232  0.25
H  -2.74898  0.17585  -0.15841  0.15

**2S+1**: 1
**Charge**: -1
**Gap between HOMO and LUMO**: 7.1 eV
**E**: -765.2337 Eh
**Energy above the lowest of the compared OMol25 structures with the same formula, charge and spin**: 42.60 kcal per mole